Formula: C27H36AsGaN5OP
Source: OMol25
Level of theory: wB97M-V/def2-TZVPD

Orbital gap (Ha): 0.261
E (eV): -160573.529
LUMO level (eV): -6.217
Total charge: +2
Largest force on an atom (eV/Å): 2.6
Relative energy (zero: lowest compared OMol25 entry of this formula, charge and spin) (kJ/mol): 0.0

Structure (XYZ):
```
72
Properties=species:S:1:pos:R:3:lowdin_charge:R:1
Ga 0.06 0.16 -0.69 0.4937
C 4.33 0.40 -1.88 -0.0269
C 5.08 0.43 -0.66 -0.0217
C 4.41 0.35 0.53 0.0164
C 2.98 0.28 0.57 -0.3194
N 2.29 0.15 -0.59 0.0461
C 2.95 0.25 -1.77 -0.1374
N 2.44 0.30 1.79 0.1746
C 1.17 0.27 2.09 -0.2418
N 0.03 0.30 1.27 0.0674
C -1.11 0.43 2.09 -0.2325
N -2.37 0.54 1.79 0.1744
C -2.96 0.51 0.59 -0.3566
C -4.41 0.64 0.57 0.0332
C -5.05 0.89 -0.64 -0.0334
C -4.28 0.99 -1.84 -0.0357
C -2.91 0.80 -1.70 -0.1391
N -2.28 0.47 -0.55 0.0474
C -0.66 0.50 3.49 -0.0985
C -1.39 0.60 4.71 0.0239
C -0.63 0.66 5.88 -0.0403
C 0.77 0.50 5.86 -0.0391
C 1.46 0.28 4.67 0.0076
C 0.72 0.35 3.50 -0.1174
H 4.78 0.55 -2.87 0.1208
H 6.17 0.55 -0.68 0.1302
H 4.87 0.42 1.49 0.1169
H 2.31 0.19 -2.65 0.1089
H -4.92 0.52 1.53 0.1235
H -6.13 1.10 -0.62 0.1281
H -4.74 1.26 -2.79 0.1176
H -2.26 0.93 -2.57 0.1078
H -2.48 0.63 4.69 0.1236
H -1.09 0.86 6.84 0.1124
H 1.31 0.61 6.79 0.1167
H 2.54 0.10 4.65 0.1287
C -1.59 4.40 -0.34 -0.1860
As 0.10 3.72 -0.88 1.1172
C 0.68 4.70 -2.40 -0.1854
C 1.36 4.11 0.56 -0.1607
O 0.13 2.01 -1.31 -0.4741
H -1.52 5.45 -0.08 0.0610
H -1.92 3.73 0.47 0.0523
H -2.31 4.29 -1.16 0.0577
H 0.61 5.80 -2.30 0.0776
H 0.07 4.41 -3.24 0.0476
H 1.71 4.37 -2.51 0.0454
H 1.48 5.16 0.82 0.0601
H 2.28 3.59 0.32 0.0404
H 0.93 3.63 1.44 0.0437
C 2.33 -3.61 -0.91 -0.1041
C 0.95 -3.50 -0.21 -0.3219
P -0.22 -2.31 -1.03 0.9720
C 0.06 -2.45 -2.85 -0.4019
C -0.21 -3.84 -3.46 -0.1185
C -1.90 -3.03 -0.75 -0.3617
C -2.08 -4.55 -0.50 -0.1163
H 3.04 -4.03 -0.20 0.0863
H 2.69 -2.62 -1.18 0.0475
H 2.27 -4.25 -1.79 0.0701
H 1.04 -3.13 0.83 0.0924
H 0.44 -4.46 -0.13 0.0709
H 1.13 -2.22 -3.04 0.0780
H -0.60 -1.67 -3.30 0.0888
H 0.32 -4.59 -2.87 0.0642
H 0.22 -3.85 -4.48 0.0987
H -1.27 -4.05 -3.52 0.0737
H -2.46 -2.76 -1.67 0.0902
H -2.37 -2.47 0.08 0.0794
H -1.43 -5.12 -1.16 0.0585
H -3.12 -4.85 -0.68 0.0946
H -1.86 -4.78 0.54 0.0824
```

Formula: C27H36CdN5O4PSSe
Source: OMol25
Level of theory: wB97M-V/def2-TZVPD

Orbital gap (Ha): 0.291
E (eV): -134262.425
LUMO level (eV): 0.483
Total charge: 0
Largest force on an atom (eV/Å): 0.2

Structure (XYZ):
```
76
Properties=species:S:1:pos:R:3:lowdin_charge:R:1
Cd -0.90 -1.37 -0.40 1.1861
O -2.83 1.99 -1.01 0.0695
C -2.78 1.41 0.05 -0.5365
N -1.73 0.63 0.48 -0.1728
S -1.95 0.06 1.97 0.5937
O -1.10 0.63 2.97 -0.2986
O -1.89 -1.40 1.84 -0.4036
C -3.60 0.65 2.18 -0.2162
C -4.48 0.50 3.23 -0.0287
C -5.71 1.13 3.12 -0.0647
C -6.03 1.89 1.99 -0.0597
C -5.13 2.04 0.95 0.0042
C -3.90 1.41 1.06 -0.1344
H -4.22 -0.09 4.10 0.1226
H -6.44 1.02 3.91 0.1069
H -7.00 2.37 1.94 0.1064
H -5.35 2.63 0.07 0.1239
Se -1.15 -2.33 -2.70 0.4679
C -2.71 -3.42 -2.39 -0.7079
C -3.74 -3.39 -3.33 -0.1542
C -4.85 -4.20 -3.16 -0.0986
C -4.96 -5.03 -2.06 -0.1053
C -3.94 -5.05 -1.12 -0.0944
C -2.81 -4.26 -1.29 -0.1591
H -3.66 -2.74 -4.19 0.0889
H -5.65 -4.17 -3.90 0.0991
H -5.83 -5.66 -1.93 0.0962
H -4.01 -5.70 -0.25 0.1008
H -2.01 -4.29 -0.56 0.0510
C 2.53 -3.60 0.13 -0.0499
C 1.12 -3.61 0.48 -0.2736
N 0.00 -3.61 0.73 0.1196
H 2.66 -3.94 -0.89 0.0896
H 3.09 -4.25 0.80 0.0882
H 2.90 -2.57 0.22 0.0613
O 1.12 -0.66 0.23 -0.4055
P 2.03 0.52 0.02 0.5310
N 2.75 0.35 -1.45 -0.1852
C 3.72 1.30 -2.01 -0.2018
C 3.58 1.12 -3.52 -0.1680
C 3.18 -0.35 -3.65 -0.1624
C 2.20 -0.54 -2.50 -0.2113
N 1.37 2.02 0.00 -0.1789
C 0.59 2.51 -1.15 -0.1809
C 0.06 3.85 -0.66 -0.1533
C -0.17 3.62 0.83 -0.1512
C 0.99 2.71 1.25 -0.1713
N 3.10 0.53 1.25 -0.1805
C 2.84 -0.22 2.50 -0.1774
C 3.94 0.28 3.45 -0.1643
C 4.20 1.70 2.97 -0.1692
C 4.13 1.56 1.45 -0.2037
H 4.73 1.05 -1.67 0.1115
H 3.50 2.32 -1.68 0.1040
H 4.50 1.36 -4.05 0.1099
H 2.79 1.76 -3.90 0.1096
H 4.05 -1.00 -3.51 0.1148
H 2.73 -0.59 -4.61 0.1148
H 2.14 -1.57 -2.15 0.0861
H 1.19 -0.23 -2.79 0.0856
H -0.25 1.84 -1.38 0.0932
H 1.22 2.60 -2.03 0.1028
H -0.85 4.14 -1.19 0.1109
H 0.81 4.63 -0.81 0.1117
H -1.12 3.10 0.99 0.0875
H -0.19 4.54 1.41 0.1132
H 0.68 2.00 2.02 0.0895
H 1.83 3.30 1.62 0.1039
H 2.89 -1.30 2.34 0.1018
H 1.84 0.01 2.89 0.1085
H 4.84 -0.32 3.32 0.1122
H 3.63 0.22 4.49 0.1126
H 5.15 2.11 3.31 0.1105
H 3.40 2.36 3.31 0.1075
H 5.09 1.23 1.05 0.1123
H 3.85 2.48 0.94 0.1019
```

Question: Number 2 is which compound?
Answer: C27H36CdN5O4PSSe

Question: What is the largest force on an atom in the second record?
Answer: 0.2 eV/Å

Question: Look up the LUMO level of the first one.
Answer: -6.217 eV